(1)
Here is a structure of composition C43H36ClN2OP2Pd at a distorted geometry from the OMol25 dataset. Energies are from ωB97M-V/def2-TZVPD.

Calculated values
**Highest occupied orbital energy**: -3.252 eV
**Largest force on an atom**: 0.0195 Eh/bohr
**Energy relative to the best compared isomer or geometry (same formula, charge and spin)**: 43.6 kJ/mol
**Molecular weight**: 800.6 g/mol
**Gap between HOMO and LUMO**: 5.66 eV
**Net charge**: -1
**Lowest unoccupied orbital energy**: 2.404 eV

Last column: Mulliken charge in e.
Element x y z (Å)
Pd  0.61311  0.11805  -0.39304  -0.39
Cl  5.53889  1.41906  5.13806  -0.29
C  4.37359  0.70313  4.03956  0.15
C  3.37392  -0.13341  4.56115  -0.74
C  2.46117  -0.70337  3.71840  -0.75
C  2.50643  -0.53464  2.28985  -0.13
O  1.68901  -1.12845  1.53705  0.10
C  3.52869  0.36934  1.80161  0.93
C  3.62603  0.72681  0.42779  -0.35
N  2.95759  0.19193  -0.54667  0.32
C  3.43944  0.24817  -1.82034  0.43
C  4.79212  0.43161  -2.11168  -0.78
C  5.26635  0.45372  -3.42580  -0.84
C  4.42439  0.25894  -4.48941  -0.87
C  3.06524  -0.02965  -4.24928  0.80
C  2.15904  -0.32633  -5.28867  -0.75
C  0.88792  -0.72172  -4.98162  -1.11
C  0.51792  -0.80956  -3.63117  0.20
N  1.29737  -0.45312  -2.63889  0.54
C  2.56352  -0.05905  -2.91726  -0.49
C  4.43365  0.96466  2.70027  -1.06
H  3.33746  -0.32084  5.62715  0.42
H  1.67777  -1.33852  4.11623  0.39
H  4.34704  1.52607  0.20217  0.44
H  5.48870  0.53661  -1.29107  0.57
H  6.32264  0.62233  -3.60087  0.36
H  4.79300  0.28118  -5.50813  0.35
H  2.49509  -0.26521  -6.31744  0.39
H  0.17500  -0.97811  -5.75448  0.41
H  -0.45627  -1.19912  -3.36342  0.20
H  5.18030  1.64877  2.31092  0.36
C  -2.94894  0.17288  -1.30708  -0.74
C  -2.61450  -1.32116  -1.13510  -2.15
P  -1.17933  -1.54538  0.02487  1.30
C  -2.02828  -1.63416  1.64815  0.90
C  -3.36140  -1.29402  1.86873  -0.22
C  -3.88765  -1.29706  3.15486  -0.85
C  -3.09105  -1.63140  4.23786  -0.56
C  -1.75548  -1.95655  4.03019  -0.71
C  -1.22757  -1.94861  2.75105  -0.34
C  -0.76163  -3.31245  -0.23411  0.77
C  0.50871  -3.72281  0.17818  -0.17
C  0.91055  -5.03900  0.00463  -0.94
C  0.06576  -5.95402  -0.60941  -0.46
C  -1.18649  -5.54617  -1.04348  -0.68
C  -1.60278  -4.23590  -0.85147  -0.74
C  -1.79915  0.87874  -2.02144  2.11
P  -1.36325  2.64867  -1.66293  -0.80
C  -0.18435  2.40463  -0.27522  1.65
C  -0.48382  1.63232  0.88123  -1.01
C  0.27799  1.82589  2.05169  -0.68
C  1.33567  2.70711  2.06345  -0.68
C  1.68791  3.40677  0.90597  -0.88
C  0.93673  3.25554  -0.24336  -0.96
C  -2.88128  3.23666  -0.80543  0.62
C  -4.05759  3.25540  -1.56016  -0.45
C  -5.24613  3.71792  -1.02038  -0.65
C  -5.27384  4.19391  0.28411  -0.45
C  -4.10758  4.20874  1.03321  -0.69
C  -2.91702  3.73812  0.49321  -0.08
H  -3.12344  0.61656  -0.32328  0.09
H  -3.88226  0.27808  -1.86618  0.50
H  -2.31712  -1.74374  -2.09850  0.69
H  -3.48616  -1.88091  -0.78648  0.87
H  -4.00586  -1.01571  1.04476  0.15
H  -4.92757  -1.03325  3.30775  0.40
H  -3.50376  -1.62067  5.23924  0.37
H  -1.12272  -2.20228  4.87485  0.41
H  -0.17500  -2.14885  2.58376  0.07
H  1.18027  -2.98635  0.60742  0.49
H  1.89511  -5.34727  0.33519  0.44
H  0.38436  -6.97840  -0.76101  0.37
H  -1.84670  -6.25274  -1.53364  0.40
H  -2.59178  -3.94420  -1.18280  0.32
H  -1.88927  0.76593  -3.10535  0.69
H  -0.84874  0.39382  -1.67082  -1.95
H  -1.45296  1.15999  0.97894  1.03
H  -0.00425  1.29733  2.95444  0.44
H  1.90082  2.84706  2.97660  0.39
H  2.53554  4.08233  0.92038  0.40
H  1.15887  3.85085  -1.12229  0.33
H  -4.03074  2.89964  -2.58540  0.37
H  -6.15103  3.71802  -1.61662  0.38
H  -6.20151  4.55388  0.71257  0.36
H  -4.12267  4.59026  2.04722  0.39
H  -2.01174  3.75671  1.08649  0.36

---

(2)
Here is a cluster of 8 separate species, C25H58N8O10 in total at a distorted geometry from the OMol25 dataset. Energies are from ωB97M-V/def2-TZVPD.

Calculated values
**Highest occupied orbital energy**: -8.899 eV
**Largest force on an atom**: 0.0269 Eh/bohr
**Energy relative to the best compared isomer or geometry (same formula, charge and spin)**: 0.0 kJ/mol
**Molecular weight**: 630.8 g/mol
**Gap between HOMO and LUMO**: 9.36 eV
**Net charge**: 0
**Lowest unoccupied orbital energy**: 0.462 eV
**Structure (SMILES)**: NC(=O)OCCCO.CNC(C)=O.CNC(C)=O.CNC(C)=O.CNC(C)=O.CNC(C)=O.CNC(C)=O.CNC(C)=O

Last column: Mulliken charge in e.
Element x y z (Å)
N  -1.42710  0.41272  1.15203  -0.35
C  -2.68552  0.69732  0.60767  0.57
O  -3.14147  0.20065  -0.40747  -0.47
O  -3.37460  1.53084  1.39430  -0.35
C  -4.23925  2.48324  0.77063  -0.39
C  -5.68721  2.33867  1.17462  -0.92
C  -6.28643  0.99592  0.87038  0.29
O  -5.70256  -0.05263  1.60623  -0.62
H  -1.17715  -0.50264  0.79479  0.37
H  -0.72025  1.04764  0.78748  0.19
H  -4.13764  2.48561  -0.30760  0.31
H  -3.89118  3.44978  1.12661  0.36
H  -5.81271  2.62082  2.21393  0.42
H  -6.23193  3.06649  0.57816  0.33
H  -6.24583  0.81741  -0.19999  -0.33
H  -7.34825  1.04935  1.12168  0.41
H  -5.91617  -0.85885  1.12837  0.34
C  1.05246  -3.46002  -3.15098  -1.01
N  0.41552  -2.48333  -2.28814  -0.17
C  0.87654  -1.98329  -1.11404  0.61
C  2.20163  -2.47143  -0.60254  -0.74
O  0.23413  -1.14082  -0.50025  -0.42
H  1.23281  -3.03187  -4.13816  0.30
H  0.41264  -4.33722  -3.26701  0.31
H  2.00248  -3.77271  -2.73262  0.37
H  -0.47523  -2.10225  -2.56631  0.23
H  2.41839  -1.95648  0.32579  -0.24
H  2.17554  -3.54688  -0.41512  0.41
H  2.99620  -2.23858  -1.31224  0.30
C  5.06230  1.59910  -0.31064  -0.61
N  4.69934  0.37948  -1.00708  -0.07
C  5.49211  -0.66714  -1.33197  0.89
C  6.95868  -0.56898  -0.98575  -1.18
O  5.01090  -1.65703  -1.87042  -0.71
H  4.47680  1.67903  0.60540  0.00
H  4.85316  2.46998  -0.93662  0.25
H  6.11078  1.59842  -0.04607  0.39
H  3.73510  0.25952  -1.27774  0.12
H  7.44640  -1.48593  -1.30144  0.34
H  7.42138  0.27442  -1.49857  0.37
H  7.09155  -0.44517  0.08987  0.16
C  8.15966  -0.78942  4.03242  -0.82
N  7.99274  0.31702  3.10923  -0.15
C  6.91266  1.12742  2.95529  0.81
C  5.71510  0.87019  3.83752  -1.05
O  6.91779  2.01736  2.11798  -0.69
H  9.00667  -0.60450  4.69515  0.30
H  8.34635  -1.71430  3.48439  0.28
H  7.26835  -0.91831  4.63560  0.29
H  8.75528  0.53967  2.48935  0.26
H  4.94571  1.59282  3.58791  0.29
H  5.31549  -0.13106  3.66807  0.11
H  5.97855  0.98324  4.89027  0.44
C  2.16882  5.54871  0.25029  -0.95
N  2.07562  4.10879  0.40142  -0.14
C  1.07271  3.28319  0.00631  0.90
C  -0.11836  3.90977  -0.68223  -1.40
O  1.14296  2.08054  0.20492  -0.56
H  3.04957  5.81112  -0.33787  0.29
H  2.25333  6.02608  1.22763  0.31
H  1.28930  5.93761  -0.25027  0.36
H  2.83638  3.62742  0.85518  0.16
H  -0.82110  3.12079  -0.93405  0.18
H  -0.61228  4.62792  -0.02664  0.41
H  0.18575  4.41468  -1.59954  0.40
C  2.24453  -3.46183  5.28984  -0.94
N  3.09645  -2.60797  4.48384  -0.19
C  2.77099  -1.91528  3.35791  0.85
C  1.34896  -2.03834  2.86197  -1.00
O  3.61109  -1.23243  2.79053  -0.55
H  2.18587  -3.08302  6.31161  0.30
H  2.64601  -4.47630  5.32154  0.29
H  1.24328  -3.49792  4.87670  0.36
H  4.05614  -2.49109  4.76556  0.22
H  1.22663  -1.43492  1.96907  -0.19
H  1.11961  -3.07782  2.62197  0.40
H  0.64989  -1.67511  3.61605  0.50
C  -5.25811  -3.06677  -3.89063  -0.89
N  -6.11857  -2.31014  -3.00085  -0.02
C  -5.91686  -2.00949  -1.69423  0.59
C  -4.64568  -2.50993  -1.05123  -1.26
O  -6.74190  -1.34234  -1.08160  -0.71
H  -4.95855  -2.44934  -4.73925  0.29
H  -5.78552  -3.94252  -4.27125  0.32
H  -4.36699  -3.39703  -3.36893  0.31
H  -6.98248  -1.94544  -3.37173  0.29
H  -4.62201  -2.18311  -0.01720  0.23
H  -4.60256  -3.59954  -1.07945  0.45
H  -3.77057  -2.09897  -1.55566  0.34
C  -5.17694  0.31001  -2.68203  -0.47
N  -6.56131  0.55626  -3.06088  0.02
C  -7.04125  1.34576  -4.05270  0.78
C  -6.02705  2.08733  -4.89583  -1.16
O  -8.24163  1.45124  -4.25333  -0.69
H  -4.95778  -0.75560  -2.77324  -0.16
H  -5.01165  0.60205  -1.65412  -0.13
H  -4.49189  0.86048  -3.31832  0.56
H  -7.27981  0.08865  -2.52720  0.25
H  -6.56238  2.67005  -5.63833  0.34
H  -5.42964  2.76092  -4.28055  0.31
H  -5.36179  1.38962  -5.40551  0.30

---

Among the records above, which one has the highest lowest unoccupied orbital energy?
C43H36ClN2OP2Pd

---

net charge of number 1 (C43H36ClN2OP2Pd)?
-1

---

What is the formula in the first record?
C43H36ClN2OP2Pd